The following is a DFT calculation (ωB97M-V/def2-TZVPD) of a 6-piece molecular cluster, C21H42O9 overall in a non-equilibrium geometry.

```
! RIJCOSX wB97M-V def2-TZVPD def2/J DEFGRID3
* xyz 0 1
O 3.65611 -2.20017 -0.17915
O -3.73489 0.23183 -1.88215
O -0.92889 5.40983 0.31685
O -3.37089 -1.70517 -0.79615
O 4.42411 -1.24717 1.86985
O 1.36211 2.70983 -1.93215
O 0.63411 -5.33317 -1.71615
O -0.67789 0.01883 2.63585
O 0.51511 -3.04317 -1.81515
C -2.21989 1.98983 2.97585
C 0.86211 1.63883 -1.32215
C -3.36689 -0.96017 -1.87115
C -3.48089 -2.11417 1.64785
C -0.92989 -4.26017 -0.22315
C 2.53511 -2.80117 1.84685
C 1.55711 -3.02617 -2.72115
C -1.17489 4.99283 -2.13815
C 5.43311 -0.43717 1.15785
C 1.64711 -1.50717 -3.13815
C 0.23211 -4.27417 -1.37815
C 1.51511 0.97683 -0.10115
C 5.65911 0.68483 2.14285
C -2.84089 -1.66817 -3.10515
C 3.61711 -2.10317 1.05885
C -2.16689 -0.18717 4.48485
C -4.06789 -1.32017 0.41485
C -0.53389 1.18683 -1.53915
C -0.78189 5.80583 -0.89815
C -1.65289 0.59683 3.27985
C -0.54289 7.31183 -1.10615
H 5.08711 0.00483 0.18785
H -2.05189 0.28783 5.47385
H -0.41489 5.20983 -2.72315
H 2.45111 -1.36717 -4.12815
H -2.19589 -0.90317 -3.59415
H 2.33911 1.56183 0.03185
H -3.47989 -2.14117 -3.66315
H -1.91989 2.72983 3.70185
H -2.44089 -1.67017 1.53085
H 6.69111 1.17583 1.65885
H -5.04489 -1.55417 0.50085
H -1.63589 -3.41817 -0.29315
H -1.51789 -0.86417 4.47585
H 6.23211 0.27783 3.04885
H 4.86811 1.22083 2.21585
H -3.18889 2.14283 2.75685
H -1.32389 1.77183 -0.78715
H -3.41789 -3.25317 1.41485
H 2.69511 -3.73517 1.47085
H 0.39011 7.41883 -1.79715
H 0.73111 -1.34917 -3.70215
H -2.05889 -2.31817 -2.75215
H 2.53211 -2.51417 2.98685
H -3.91689 -0.35717 0.81685
H -0.47389 -4.49117 0.76285
H 1.64911 -2.62217 1.67685
H -1.44989 -5.22617 -0.34415
H -0.95089 3.93783 -1.91815
H -0.72989 0.04283 -1.38915
H -1.60289 2.35383 2.30985
H -2.14489 5.21483 -2.56315
H 1.70011 -0.04717 -0.19815
H -3.98089 -1.85217 2.42785
H 2.35511 -3.30417 -2.04715
H 1.41911 -3.76617 -3.39415
H 6.44111 -0.99517 1.01285
H 1.89311 -0.87017 -2.36615
H -0.80889 1.64683 -2.43815
H -1.39389 7.79783 -1.36115
H 1.00611 1.04083 0.82585
H -3.26789 -0.37417 4.31985
H -0.24589 7.78983 -0.11815
*
```

Summary:
- orbital gap (eV) = 10.0
- ΔE to the lowest compared entry with this formula, charge and spin (kJ/mol) = 785.9
- E_tot (eV) = -40876.063
- SMILES = CCOC(C)=O.CCOC(C)=O.CCOC(C)=O.CC(C)=O.CC(C)=O.CC(C)=O